Entry 1:
# C5H7NO

A molecular structure, C5H7NO at a distorted geometry (the ωB97M-V functional and the def2-TZVPD basis, the OMol25 dataset).

Structure (XYZ):
```
14
Properties=species:S:1:pos:R:3:forces:R:3
O -2.114 0.447 0.536 0.0 2.0 0.3
N -2.064 -0.818 0.070 1.4 -1.6 -0.3
C -0.843 1.098 0.488 1.2 -0.9 -0.8
C 1.796 -0.820 0.513 -4.8 1.7 -1.1
C -0.191 1.188 -0.924 -3.3 -0.8 0.0
C -0.830 -1.104 -0.190 -0.5 0.1 -0.3
C 0.115 -0.009 -0.066 2.3 -1.1 1.2
H -1.028 1.132 -1.716 1.7 -0.3 1.0
H 0.546 1.901 -1.153 0.9 0.9 0.2
H -0.728 1.831 1.295 0.1 -0.4 -0.4
H 1.527 -1.889 0.559 0.0 0.7 0.7
H 2.432 -0.707 -0.329 0.9 0.8 -0.2
H -0.414 -2.060 -0.488 -1.0 -0.2 0.0
H 1.796 -0.191 1.406 1.1 -0.8 -0.1
```
Forces are in eV/Å.

Output
Energy (eV): -8831.105
Energy relative to the best compared isomer or geometry (same formula, charge and spin) (kcal per mole): 117.6
LUMO level (eV): 0.8980
Charge: 0
Gap between HOMO and LUMO (eV): 9.834


Entry 2:
# C59H56AsN3P3S5SbTeY

A molecular structure, C59H56AsN3P3S5SbTeY at a distorted geometry (the ωB97M-V functional and the def2-TZVPD basis, the OMol25 dataset).

Structure (XYZ):
```
130
Properties=species:S:1:pos:R:3:forces:R:3
Te 1.579 2.622 3.972 -0.7 -0.8 0.6
Sb 1.747 -4.464 0.602 0.1 -0.7 -0.1
Y 0.289 -1.633 0.705 -0.5 -0.2 -0.7
As -1.375 -0.162 -6.425 0.0 0.1 0.1
S -0.063 -3.711 2.085 0.3 -0.5 -0.1
S 2.560 -2.327 -0.209 0.0 -0.4 0.0
S 3.350 -5.712 1.605 -0.1 0.3 0.1
S -2.395 -2.558 -0.839 0.2 0.3 -0.3
S 0.684 -5.471 -1.169 -0.1 0.1 0.0
P -0.583 0.715 2.121 -0.4 0.3 1.4
P -0.083 -0.410 -1.949 -0.1 0.6 -0.5
P 1.905 -0.472 2.709 -0.3 0.2 1.6
N -0.812 2.242 8.288 -0.1 0.0 0.1
N -2.252 -5.018 0.054 0.1 -0.1 -0.1
N -4.296 -4.027 0.346 0.1 -0.1 -0.1
C -0.924 4.701 1.401 0.0 0.0 -0.1
C -1.990 0.011 4.478 -0.1 0.0 0.0
C -1.475 2.810 -6.338 0.0 -0.1 0.1
C -2.563 -6.152 0.893 0.0 -0.1 -0.1
C 0.357 1.639 8.084 0.0 0.0 0.0
C 0.450 -0.674 -6.927 0.0 0.0 0.1
C -2.529 2.748 2.552 0.1 -0.1 0.0
C -3.017 -3.966 -0.118 -0.1 -0.2 0.2
C -3.174 2.106 -1.212 0.0 0.0 0.0
C 4.314 0.583 1.813 -0.1 0.0 0.1
C 3.621 0.116 2.925 0.0 0.0 -0.5
C 1.051 -2.735 6.042 0.0 0.0 0.0
C -0.806 3.117 -9.009 0.0 0.0 -0.1
C -2.737 -1.079 2.479 0.0 0.3 0.0
C 5.486 0.713 4.320 0.0 0.0 0.1
C -1.900 -0.154 3.097 -0.1 0.0 -0.2
C -0.849 -0.880 -3.582 0.2 -0.2 0.1
C 3.575 1.349 -1.687 0.1 0.0 0.1
C 2.236 1.039 -1.525 -0.1 -0.1 -0.1
C -3.626 -1.845 3.224 -0.1 -0.1 0.0
C -1.255 1.678 -7.116 0.0 0.0 0.0
C 6.167 1.196 3.210 0.0 0.0 0.0
C -1.006 4.240 -8.217 0.0 0.0 0.0
C 4.326 0.684 -2.645 0.1 0.0 0.0
C -3.688 -1.687 4.598 0.0 0.0 0.0
C 1.917 -1.743 4.031 0.3 -0.2 -0.1
C 1.056 -1.700 5.118 0.0 0.1 0.0
C 2.786 -0.164 -7.249 0.0 0.0 0.0
C -0.659 3.134 6.069 0.0 0.0 0.0
C 1.614 0.110 -2.363 -0.1 0.1 0.1
C 4.219 0.173 4.182 0.1 0.0 -0.1
C -2.879 -0.744 5.223 0.0 0.0 0.1
C -2.293 1.034 -1.195 0.0 0.0 -0.1
C -1.484 3.467 -2.235 0.1 0.1 0.0
C -1.347 4.081 -6.884 0.0 0.1 0.0
C -1.288 2.396 2.031 0.0 0.0 -0.4
C 2.378 -0.557 -3.316 0.0 0.0 0.0
C 2.769 -3.867 4.792 0.0 0.0 0.0
C 3.730 -0.277 -3.445 0.0 0.0 0.0
C 1.895 -3.822 5.872 0.0 -0.1 0.1
C -0.498 3.384 1.442 -0.2 0.0 -0.2
C -2.956 4.069 2.509 -0.1 0.1 0.0
C -1.009 1.160 -1.722 0.1 0.1 0.0
C -2.774 3.319 -1.749 0.0 0.1 0.1
C -1.023 0.298 -4.533 0.1 0.0 0.0
C 1.978 -2.381 -7.694 0.1 0.0 0.0
C 0.561 2.501 5.863 0.2 0.3 -0.2
C 0.770 0.785 3.292 0.9 0.9 -1.3
C -0.602 2.398 -2.221 -0.1 0.0 0.0
C -0.933 1.851 -8.462 0.0 -0.1 0.0
C -2.153 5.047 1.943 0.0 0.0 0.0
C 1.509 0.228 -6.883 0.0 0.1 0.0
C 3.024 -1.472 -7.648 0.0 0.0 0.0
C 5.583 1.125 1.954 0.0 0.0 -0.1
C 1.077 1.736 6.902 0.0 0.0 0.0
C 0.698 -1.980 -7.340 -0.2 0.0 0.1
C 2.785 -2.826 3.881 0.0 0.1 0.1
C -1.301 2.971 7.289 0.0 0.0 0.0
C -5.339 -3.118 -0.090 0.0 0.1 0.0
H -4.254 -2.575 2.727 0.0 0.0 0.0
H -4.171 1.995 -0.807 0.0 0.0 0.0
H 4.026 -1.782 -7.917 0.0 0.0 0.0
H 0.733 1.048 8.914 0.0 0.0 0.0
H -6.166 -3.154 0.618 0.0 0.0 0.0
H -2.625 0.072 -0.820 0.0 0.0 0.1
H 7.157 1.620 3.325 0.0 0.0 0.0
H 5.384 0.894 -2.748 0.0 0.0 0.0
H -1.514 4.952 -6.261 0.0 0.0 0.0
H -3.202 -6.881 0.382 0.0 0.0 0.0
H -2.929 -0.610 6.297 0.0 0.0 0.0
H 0.386 -0.857 5.231 0.0 0.0 0.0
H 3.855 0.492 0.835 0.0 0.0 0.0
H -2.708 -1.200 1.401 0.0 -0.1 0.0
H -2.260 3.446 7.477 0.0 0.0 -0.1
H 1.944 -1.331 -3.935 0.0 0.0 0.0
H 5.952 0.753 5.297 0.0 0.0 0.0
H -1.621 -6.634 1.144 0.0 0.0 0.0
H -0.897 5.232 -8.637 0.0 0.0 0.0
H -2.483 6.079 1.925 0.0 0.0 0.0
H 0.394 2.522 -2.628 0.0 0.0 0.0
H -4.606 -4.954 0.593 0.0 0.0 0.0
H -0.768 0.977 -9.084 0.0 0.0 0.0
H -1.810 -1.331 -3.330 0.0 -0.1 0.0
H -0.124 -2.686 -7.383 0.0 0.0 0.0
H -1.164 4.418 -2.643 0.0 0.0 0.0
H -3.464 4.153 -1.777 0.0 0.0 0.0
H -5.709 -3.375 -1.087 0.0 0.0 0.0
H -3.040 -5.830 1.822 0.0 0.0 0.0
H -0.296 5.459 0.950 0.0 0.0 0.0
H 4.041 2.090 -1.049 0.0 0.0 0.0
H 1.864 -4.647 6.573 0.0 0.0 0.0
H 3.468 -2.849 3.038 0.0 -0.1 0.0
H 0.377 -2.695 6.891 0.0 0.0 0.0
H 0.453 3.110 1.000 0.0 0.0 0.0
H 2.018 1.213 6.786 0.0 0.0 0.0
H 1.664 1.502 -0.725 0.0 0.1 0.0
H -0.223 -1.672 -3.998 0.0 -0.1 0.0
H -4.938 -2.109 -0.123 0.0 0.0 0.0
H -3.155 1.989 3.003 0.0 0.0 0.0
H -4.358 -2.305 5.185 0.0 0.0 0.0
H -3.920 4.332 2.928 0.0 0.0 0.0
H -1.747 2.718 -5.294 0.0 0.0 0.0
H -1.110 3.731 5.285 0.0 0.0 0.0
H 3.413 -4.721 4.637 0.0 0.0 0.0
H -0.139 0.940 -4.522 0.0 0.0 0.0
H -1.302 -5.014 -0.365 0.0 0.2 0.1
H 6.124 1.479 1.084 0.0 0.0 0.0
H 3.691 -0.221 5.041 0.0 0.0 0.0
H -1.871 0.894 -4.197 0.0 0.1 0.0
H 3.598 0.552 -7.220 0.0 0.0 0.0
H 1.335 1.252 -6.571 0.0 0.0 0.0
H -1.346 0.732 4.965 0.1 0.0 0.1
H 2.158 -3.400 -8.012 0.0 0.0 0.0
H -0.549 3.231 -10.055 0.0 0.0 0.0
H 4.321 -0.831 -4.161 0.0 0.0 0.0
```
Forces are in eV/Å.

Output
Energy (eV): -224323.968
Energy relative to the best compared isomer or geometry (same formula, charge and spin) (kcal per mole): 27.6
LUMO level (eV): 1.9150
Charge: -1
Gap between HOMO and LUMO (eV): 6.695


Entry 3:
# C17H37AlFO5Si2

A molecular structure, C17H37AlFO5Si2 at a distorted geometry (the ωB97M-V functional and the def2-TZVPD basis, the OMol25 dataset).

Structure (XYZ):
```
63
Properties=species:S:1:pos:R:3:forces:R:3
Si -1.159 -1.865 -2.125 -0.1 0.7 0.5
Si -1.088 -3.334 -4.879 -0.1 0.3 0.3
Al -0.823 2.967 1.828 0.0 -1.6 -1.1
F -0.292 1.856 0.397 -0.6 1.4 1.8
O -3.456 1.084 3.685 1.4 0.5 -1.6
O -3.333 0.426 1.445 0.3 3.2 3.2
O 3.750 0.835 1.473 -2.6 -1.6 0.5
O -0.752 -3.011 -3.279 -0.2 -0.2 -0.6
O 2.314 -0.339 0.036 2.3 -0.1 4.6
C -2.935 -3.603 -5.114 0.2 0.1 0.1
C 0.928 3.218 4.342 -0.5 -1.4 0.8
C -0.201 -4.872 -5.483 0.1 0.1 0.3
C 2.394 2.513 4.290 0.1 0.8 1.1
C -0.221 2.277 3.655 0.1 0.0 0.9
C -2.907 2.881 1.816 -1.3 -1.6 0.5
C 2.561 -1.464 2.163 -0.3 0.2 1.1
C -3.260 1.377 2.272 -0.2 -0.9 -2.9
C 2.864 2.004 1.321 -0.5 1.7 -1.3
C -3.018 -1.861 -1.845 0.2 -0.1 -0.2
C -0.327 -2.204 -0.483 0.1 -0.4 -0.3
C -0.552 -1.893 -5.959 0.0 -0.1 0.2
C 2.894 -0.277 1.153 0.5 -0.2 -2.3
C 1.865 -1.271 3.427 1.2 0.3 -0.8
C 3.509 3.393 3.549 -0.5 0.8 0.1
C 3.453 3.352 1.945 1.3 -1.0 -0.1
C -0.638 -0.153 -2.697 -0.1 -0.3 -0.2
H 0.500 -1.653 -5.781 -0.1 0.0 0.0
H 2.767 2.174 0.181 -0.1 -0.2 1.9
H 2.919 4.244 1.463 0.4 -1.4 0.9
H -3.374 3.659 2.514 0.6 -1.2 -0.8
H -0.438 -5.065 -6.532 0.0 0.1 0.0
H -3.296 3.016 0.742 0.5 -0.3 1.6
H 0.883 -4.756 -5.396 -0.1 -0.1 0.0
H -3.487 -2.683 -4.906 0.0 -0.1 0.0
H 0.739 -1.415 3.572 1.9 -1.5 0.0
H -1.150 2.322 4.348 1.3 0.0 -1.0
H -1.200 0.146 -3.586 0.0 0.0 0.0
H -0.622 -3.180 -0.087 0.0 0.0 0.0
H -2.575 0.732 3.957 -0.9 0.3 -0.1
H 1.840 1.726 1.738 1.3 0.6 -0.6
H 2.835 -2.534 1.882 -2.0 1.5 -1.2
H 0.925 4.287 3.945 0.1 -1.5 0.2
H -3.369 -2.864 -1.589 -0.1 0.0 0.0
H 0.611 3.294 5.454 0.8 0.1 -1.6
H 2.725 2.439 5.398 -0.3 0.0 -1.7
H -3.152 -3.908 -6.140 0.0 0.0 0.0
H 3.311 4.494 3.851 0.3 -1.7 -0.4
H 0.428 -0.140 -2.943 0.0 0.1 0.0
H 4.571 3.173 3.951 -1.7 0.0 -0.8
H -0.616 -1.440 0.245 0.0 0.1 -0.1
H -1.148 -1.003 -5.740 0.1 0.0 0.0
H -3.282 -1.184 -1.027 0.1 0.0 0.0
H -0.499 -5.749 -4.901 0.1 0.0 0.0
H -0.280 4.459 1.631 0.1 0.1 -0.1
H 0.760 -2.183 -0.584 -0.1 0.0 0.1
H -0.678 -2.135 -7.017 0.0 0.0 0.0
H -3.296 -4.381 -4.437 0.0 0.0 0.0
H 0.095 1.161 3.666 -0.2 1.7 0.1
H 4.552 3.421 1.581 -1.7 -0.1 0.4
H -3.545 -1.531 -2.744 -0.1 0.0 0.0
H 2.487 -0.995 4.346 -1.3 1.6 -1.6
H 2.316 1.431 3.925 0.2 1.7 0.3
H -0.821 0.585 -1.912 0.1 -0.1 0.1
```
Forces are in eV/Å.

Output
Energy (eV): -53538.381
LUMO level (eV): 1.2097
Charge: -1
Gap between HOMO and LUMO (eV): 6.878


Highest occupied orbital energy
In order: -8.94; -4.78; -5.67
Unit: eV